Entry from the Open Molecules 2025 dataset: the molecule C3H3N5 (wB97M-V/def2-TZVPD).

Geometry as XYZ:
```
11
Properties=species:S:1:pos:R:3:forces:R:3:lowdin_charge:R:1
H 2.53909 0.87452 1.91359 -4.0558 -2.0099 -1.6144 0.143
N 1.50247 0.26875 1.87412 -2.2040 0.5800 -2.7211 0.103
C 0.59676 0.12696 0.71388 4.6100 -0.2266 9.3013 -0.371
C -0.44639 -0.92038 0.78488 0.6291 0.2649 -0.3655 -0.097
N -1.27519 -1.14572 -0.13248 -1.5677 -0.8094 1.4132 0.029
N -1.75368 -0.12501 -0.84294 -0.8280 -1.3427 -0.1861 0.019
C -0.96851 0.45114 -1.59507 2.0642 3.4087 -1.4569 -0.157
N 0.57953 0.54377 -1.55095 -0.2042 -0.3452 2.5920 0.104
N 1.19950 0.48345 -0.37803 -1.1396 1.5586 -8.3478 0.013
H -0.43730 -1.71435 1.46783 1.0878 -0.8135 1.2746 0.099
H -1.53628 1.15688 -2.25482 1.6083 -0.2649 0.1108 0.116
```
Forces are in eV/Å.

Summary:
- SMILES: [H]/N=c1/cnncnn1
- Highest occupied orbital energy: -9.76 eV
- Frontier orbital gap: 7.53 eV
- Energy relative to the best compared isomer or geometry (same formula, charge and spin): 148.6 kcal per mole

---

Entry from the Open Molecules 2025 dataset: a structure of composition C5H11NO2 (wB97M-V/def2-TZVPD).

Geometry as XYZ:
```
19
Properties=species:S:1:pos:R:3:forces:R:3:lowdin_charge:R:1
C -0.59095 0.46227 -0.88664 0.0504 -0.0691 -0.0773 -0.391
C 0.84397 -0.00914 -1.04498 1.1813 2.1828 3.3178 -0.296
C -1.22083 -0.21652 0.36088 0.5608 -0.6533 -0.6652 -0.089
C 1.38482 0.41495 1.64083 -1.4645 -1.6623 2.5982 -0.035
C -0.24725 -0.76336 1.40367 -0.1115 3.0533 1.1332 -0.284
N -1.41114 0.12117 -2.04982 -0.1072 0.0794 0.0973 0.037
O 1.01463 -1.36267 -0.96207 -0.7474 -2.2102 0.9721 -0.050
O -0.54859 -1.44769 2.33005 1.0688 0.2627 -1.0830 0.121
H 0.65755 -1.64386 -0.05747 1.0203 0.1858 -1.8854 0.096
H -0.54466 1.54967 -0.70492 0.0273 -0.1350 -0.0250 0.138
H -0.99978 0.49482 -2.89832 -0.0397 0.0047 0.0627 0.075
H -2.34227 0.51708 -1.95722 0.0652 -0.0374 -0.0876 0.073
H 1.40530 0.43524 -1.86651 -0.1893 -0.2370 -0.1525 0.128
H 1.35038 0.37333 0.04739 -1.2209 -0.2771 -4.0719 0.071
H -1.89139 0.47008 0.88212 0.0925 -0.1352 0.1711 0.133
H -1.79244 -1.08203 0.01339 -0.1820 0.1197 0.0349 0.128
H 2.06575 -0.40931 1.82433 0.3572 0.2353 0.1638 0.051
H 0.97592 0.76290 2.58759 -0.0785 -0.4821 0.5200 0.039
H 1.89097 1.33306 1.33770 -0.2826 -0.2250 -1.0232 0.054
```
Forces are in eV/Å.

Summary:
- Highest occupied orbital energy: -8.42 eV
- Frontier orbital gap: 8.49 eV
- Energy relative to the best compared isomer or geometry (same formula, charge and spin): 114.6 kcal per mole

---

Entry from the Open Molecules 2025 dataset: a cluster of 2 separate species, C24H47BrF9NO2PS in total (wB97M-V/def2-TZVPD).

Geometry as XYZ:
```
86
Properties=species:S:1:pos:R:3:forces:R:3:lowdin_charge:R:1
O 4.13113 2.48130 4.74168 1.9157 -8.2761 -0.9224 -0.032
C 4.32485 1.16672 4.57684 -1.7609 5.4271 0.8820 -0.291
N 3.06486 0.35488 4.20892 3.0799 -0.7786 1.9980 0.021
C 2.22534 0.17554 5.48634 0.6987 -0.2572 2.1116 -0.200
C 0.84094 -0.65569 5.27116 0.8432 -0.1776 -1.5214 -0.053
C -0.26769 0.08629 4.26098 0.5374 -3.4997 -0.8953 -0.195
F -1.13801 -1.08408 3.83926 2.0886 3.3131 0.9886 -0.036
F 0.32160 0.54953 2.98443 -2.0184 -0.8554 4.0754 0.005
C -1.28653 1.09921 5.01386 -3.9933 -3.2597 1.0004 -0.207
F -2.66229 0.82048 4.45117 4.5601 0.9232 1.6756 -0.005
F -1.42983 0.79015 6.48660 0.7529 0.3292 -5.3111 0.009
S -1.01025 2.91827 4.85956 -1.4838 5.8733 1.8090 1.083
F -2.73098 3.15642 5.06247 3.5961 -0.3221 -0.4363 -0.202
F -1.27575 2.98238 3.17274 1.0661 -0.7328 3.3279 -0.183
F 0.68483 2.83246 4.74370 -3.6508 -0.3410 -0.0685 -0.170
F -0.90813 3.02152 6.60250 0.3904 0.2702 -3.7919 -0.205
F -0.86494 4.62837 4.83914 -0.1318 -3.5929 -0.1455 -0.174
O 5.59109 0.44164 4.76397 -3.0650 2.1818 -1.8885 -0.093
C 6.74216 1.16541 4.20303 2.4529 0.4767 0.4619 -0.191
C 7.29770 2.28775 5.29318 0.3612 -0.4049 0.0438 -0.232
C 7.82559 3.67225 4.59158 1.0688 -0.2147 1.6544 -0.566
Br 6.44743 4.54976 3.38653 1.2052 -0.7393 0.8199 0.531
H 3.45321 -0.62316 4.04967 -0.6597 1.4774 -0.0501 0.123
H 2.10630 1.19516 6.09170 0.0663 -2.1488 -1.7702 0.145
H 2.91392 -0.49974 6.19178 -1.8580 1.2880 -1.1404 0.144
H 0.37308 -1.00856 6.28395 0.6730 1.1349 -2.0426 0.145
H 1.13368 -1.65643 4.68899 -0.8139 2.2639 1.0926 0.149
H 7.61940 0.36225 4.10031 -2.2435 1.5248 0.2462 0.144
H 6.58285 1.60007 3.12832 -0.2068 -0.6759 2.2327 0.118
H 6.50387 2.46238 6.16144 1.5472 -0.1464 -2.2624 0.130
H 8.23699 1.79425 5.83775 -1.9040 1.1840 -1.2077 0.123
H 8.86137 3.51694 4.02258 -2.6055 0.3086 0.9530 0.092
H 8.03443 4.45036 5.45891 -0.5151 -1.5922 -1.9675 0.079
C -0.03272 1.74848 -0.20525 0.1292 0.1620 0.0326 -0.094
C -1.36824 1.75864 -0.92963 -0.0437 0.1610 0.2501 -0.248
C -2.23294 0.53722 -0.62040 -0.2709 0.5848 -0.1260 -0.218
C -1.81537 -0.76576 -1.30639 0.3485 -0.3648 1.1455 -0.264
P -2.26330 -1.01232 -3.00794 -0.9482 0.2041 -0.0764 0.997
C -4.03246 -0.64601 -3.14960 -0.3062 0.5199 -0.1708 -0.270
C -5.04741 -1.27832 -2.19896 -0.2889 -0.2599 0.4172 -0.227
C -5.41661 -2.74880 -2.41200 -0.0461 -0.1411 0.1070 -0.264
C -5.78330 -3.11968 -3.83970 -0.0637 -0.1605 -0.0401 -0.101
C -2.12028 -2.72267 -3.44976 0.0644 -1.1888 -0.0123 -0.272
C -0.80612 -3.48795 -3.40063 0.5466 -0.3753 -0.0547 -0.219
C 0.18263 -3.25017 -4.53307 0.4814 0.0199 0.0155 -0.257
C -0.41409 -3.20522 -5.92950 0.0745 -0.1759 -0.0827 -0.102
C -1.56647 0.13307 -4.17162 0.1403 1.0108 -1.0983 -0.265
C -0.10672 0.22248 -4.59906 0.5194 -0.4879 -0.3501 -0.221
C 0.95355 0.22587 -3.50149 0.5297 0.0954 -0.2244 -0.262
C 1.58144 1.59405 -3.28471 0.1827 0.0827 0.2423 -0.103
H 0.55706 0.86101 -0.44678 0.0585 0.0234 0.0353 0.067
H 0.55091 2.63038 -0.48707 0.0056 -0.1793 0.0895 0.084
H -0.17817 1.77562 0.87838 0.0239 -0.0352 -0.1400 0.057
H -1.20843 1.85688 -2.00293 0.0047 0.0123 -0.1104 0.075
H -1.91473 2.65796 -0.62070 0.0099 -0.1598 -0.0852 0.121
H -3.26647 0.77399 -0.88799 -0.0305 -0.1120 0.0794 0.100
H -2.22940 0.37782 0.46603 0.0146 -0.0994 -0.2256 0.126
H -2.31409 -1.57451 -0.75659 0.0055 -0.1401 -0.2479 0.111
H -0.75029 -0.95304 -1.15376 0.0231 -0.0039 -0.1280 0.091
H -4.33168 -0.81868 -4.18870 0.1824 -0.0509 0.0190 0.102
H -4.11167 0.44025 -3.01365 0.1545 -0.0665 -0.0833 0.103
H -5.97642 -0.69898 -2.28656 0.2586 0.0337 -0.0270 0.126
H -4.71226 -1.15532 -1.16386 -0.0707 0.0821 -0.0400 0.105
H -6.27652 -2.97848 -1.76948 0.2045 0.1202 -0.0315 0.119
H -4.61551 -3.39823 -2.05412 0.0153 -0.0446 0.0107 0.087
H -6.66709 -2.56754 -4.17255 0.1061 -0.0385 -0.0358 0.087
H -6.00950 -4.18955 -3.90104 -0.0141 0.2048 -0.0462 0.084
H -4.96864 -2.92200 -4.54051 -0.0660 -0.0143 -0.0331 0.052
H -2.61910 -2.89195 -4.40862 -0.0056 0.2619 0.0292 0.099
H -2.73610 -3.24394 -2.71497 -0.3214 0.2812 0.0426 0.088
H -1.05499 -4.55798 -3.41611 -0.1419 0.2391 0.1324 0.125
H -0.30855 -3.30320 -2.44330 -0.0163 -0.0896 -0.0187 0.114
H 0.93736 -4.04865 -4.50031 -0.1851 0.1530 0.0538 0.122
H 0.73996 -2.33788 -4.33310 0.0412 0.1520 -0.0510 0.071
H -0.84659 -4.17526 -6.20137 0.0058 0.1846 -0.0200 0.089
H 0.36285 -2.96181 -6.65921 -0.1199 -0.1003 0.0282 0.086
H -1.18958 -2.44421 -6.02369 -0.0618 0.0282 -0.0583 0.055
H -1.87800 1.13518 -3.86193 -0.2275 -0.1513 0.2783 0.100
H -2.12547 -0.04034 -5.10206 -0.2131 -0.0784 0.2022 0.112
H 0.00519 1.12323 -5.21778 -0.1523 -0.1041 0.2091 0.127
H 0.10297 -0.59530 -5.28955 -0.1004 -0.0341 0.0302 0.085
H 1.76669 -0.45140 -3.78873 -0.1735 -0.0158 0.0928 0.110
H 0.55827 -0.15838 -2.56563 -0.0658 -0.0356 0.1487 0.070
H 2.14876 1.90343 -4.16852 -0.1335 -0.0279 0.0930 0.086
H 2.27774 1.55696 -2.44003 -0.1057 0.1338 -0.1368 0.081
H 0.82771 2.35697 -3.07848 0.0489 0.0244 0.0185 0.070
```
Forces are in eV/Å.

Summary:
- Total charge: +1
- Highest occupied orbital energy: -11.24 eV
- Frontier orbital gap: 7.39 eV

---

| no. | maximum force (eV/Å) |
| --- | --- |
| 1 | 10.4 |
| 2 | 4.3 |
| 3 | 8.5 |